1.
The following is a DFT calculation (ωB97M-V/def2-TZVPD) of an isolated molecule of C15H20N2O2 in a non-equilibrium geometry.

## Properties
LUMO level: 0.45 eV
E: -842.96735 hartree
Max |F|: 0.309 hartree/bohr
Frontier orbital gap: 9.29 eV

Structure (ORCA input):
```
! RIJCOSX wB97M-V def2-TZVPD def2/J DEFGRID3
* xyz 0 1
N 1.678 -0.511 -0.550
C 1.281 0.367 -1.508
N 0.061 0.763 -1.990
O -1.007 0.420 -1.390
C -1.256 -0.662 -0.931
O -0.463 -1.812 -1.104
C -2.539 -0.970 -0.594
C -2.953 0.102 0.634
C -1.991 -0.351 1.734
C -2.148 0.382 3.115
H -1.789 1.339 2.777
H -3.232 0.601 3.154
C -1.401 -0.354 4.273
H -1.800 -0.253 5.072
H -0.408 -0.265 4.030
C -1.800 -1.999 3.732
H -2.716 -2.195 4.464
H -1.060 -2.695 4.035
C -2.369 -1.886 2.248
H -1.538 -2.702 1.647
H -3.237 -2.088 2.053
H -0.874 -0.472 1.277
H -4.002 -0.167 0.892
H -2.647 0.877 0.316
H -3.186 -1.700 -0.535
H -3.452 -0.485 -1.367
C 2.628 1.056 -2.193
C 2.259 1.311 -3.789
C 3.573 1.806 -4.416
C 4.666 2.100 -3.674
C 4.663 1.927 -2.438
C 3.700 1.462 -1.668
H 3.757 1.111 -0.628
H 5.764 2.184 -1.762
H 5.535 2.629 -4.228
H 3.215 2.018 -5.562
H 1.393 1.242 -4.166
H 2.713 -0.996 -0.572
H 0.981 -1.134 -0.384
*
```

2.
The following is a DFT calculation (ωB97M-V/def2-TZVPD) of an isolated molecule of C15H20N2O3 in a non-equilibrium geometry.

## Properties
LUMO level: 0.63 eV
E: -918.82352 hartree
Max |F|: 0.023 hartree/bohr
Frontier orbital gap: 9.09 eV

Structure (ORCA input):
```
! RIJCOSX wB97M-V def2-TZVPD def2/J DEFGRID3
* xyz 0 1
C -2.765 -2.352 -2.007
H -3.317 -2.720 -1.140
H -3.314 -1.547 -2.494
H -2.597 -3.166 -2.714
O -1.506 -1.839 -1.598
C -1.157 -1.996 -0.310
O -1.856 -2.566 0.496
C 0.171 -1.414 -0.042
C 0.947 -1.879 0.954
O 2.236 -1.455 1.137
C 2.833 -0.738 0.148
C 2.146 -0.230 -0.901
C 2.821 0.415 -1.941
N 3.379 0.932 -2.804
C 0.637 -0.282 -0.929
H 0.300 -0.463 -1.955
C 0.055 1.087 -0.484
C -1.461 1.152 -0.673
C -1.981 2.545 -0.329
C -1.625 2.905 1.110
C -0.117 2.823 1.318
C 0.398 1.430 0.965
H -0.062 0.696 1.632
H 1.480 1.396 1.115
H 0.130 3.055 2.356
H 0.378 3.562 0.683
H -1.980 3.912 1.341
H -2.123 2.209 1.790
H -3.064 2.579 -0.465
H -1.534 3.276 -1.008
H -1.716 0.903 -1.705
H -1.942 0.422 -0.017
H 0.514 1.841 -1.136
N 4.173 -0.588 0.362
H 4.726 -0.249 -0.407
H 4.608 -1.232 1.001
C 0.604 -2.921 1.965
H 0.505 -2.448 2.941
H -0.334 -3.405 1.719
H 1.408 -3.651 2.028
*
```

3.
The following is a DFT calculation (ωB97M-V/def2-TZVPD) of an isolated molecule of C15H20N2O5S.

## Properties
LUMO level: 0.17 eV
E: -1467.53227 hartree
Max |F|: 0.017 hartree/bohr
Frontier orbital gap: 9.13 eV

Structure (ORCA input):
```
! RIJCOSX wB97M-V def2-TZVPD def2/J DEFGRID3
* xyz 0 1
C 1.331 -2.970 1.480
C -0.035 -2.452 1.116
O -0.967 -3.162 0.796
N -0.127 -1.092 1.127
H 0.544 -0.609 1.707
C -1.406 -0.437 0.958
H -2.023 -1.125 0.363
C -1.260 0.855 0.130
O -2.022 1.787 0.257
N -0.228 0.793 -0.746
C 0.212 1.752 -1.662
C 1.331 1.448 -2.427
C 1.834 2.350 -3.359
C 1.198 3.580 -3.523
C 0.084 3.882 -2.760
C -0.415 2.984 -1.833
H -1.283 3.227 -1.242
H -0.408 4.834 -2.886
H 1.563 4.302 -4.235
C 3.040 1.935 -4.126
O 3.584 0.874 -3.912
C 3.551 2.891 -5.174
H 4.415 2.453 -5.667
H 2.776 3.088 -5.911
H 3.840 3.832 -4.711
H 1.836 0.499 -2.315
H 0.310 -0.066 -0.731
C -2.129 -0.135 2.277
C -2.716 -1.373 2.930
H -3.588 -1.138 3.533
H -2.958 -2.142 2.202
S -1.545 -2.128 4.119
O -0.196 -1.704 3.827
O -2.023 -1.849 5.446
C -1.671 -3.911 3.831
H -2.673 -4.214 4.105
H -1.467 -4.105 2.785
H -0.942 -4.402 4.464
H -2.914 0.589 2.054
H -1.428 0.332 2.973
H 1.389 -4.034 1.271
H 1.482 -2.798 2.544
H 2.104 -2.444 0.926
*
```

4.
The following is a DFT calculation (ωB97M-V/def2-TZVPD) of a cluster of 2 separate species, C15H20N4O5 in total in a non-equilibrium geometry.

## Properties
LUMO level: 0.61 eV
E: -1178.84603 hartree
Max |F|: 0.041 hartree/bohr
Frontier orbital gap: 8.59 eV

Structure (ORCA input):
```
! RIJCOSX wB97M-V def2-TZVPD def2/J DEFGRID3
* xyz 0 1
C 1.146 -0.138 -0.320
C 1.012 -1.345 0.609
C 2.270 -0.417 -1.331
C 3.595 -0.663 -0.675
C 4.286 -1.839 -0.582
C 5.358 -0.230 0.466
C -3.164 -1.147 -0.505
C -3.116 -2.008 0.771
C -3.611 0.303 -0.217
C -2.476 1.278 0.017
C -1.707 1.242 1.182
C -2.160 2.238 -0.948
C -0.659 2.135 1.374
C -1.117 3.136 -0.769
C -0.361 3.085 0.399
H 2.301 1.249 0.608
H 0.745 1.237 1.128
H 0.198 -0.121 -0.880
H 2.336 0.452 -1.995
H 1.998 -1.291 -1.930
H 4.068 -2.833 -0.947
H 6.130 0.264 1.042
H 6.152 -2.191 0.389
H 0.738 -1.846 2.379
H -3.725 -1.571 -2.442
H -4.950 -1.694 -1.366
H -2.132 -1.128 -0.881
H -4.188 0.648 -1.083
H -4.289 0.302 0.643
H -1.933 0.498 1.940
H -2.749 2.293 -1.862
H -0.071 2.091 2.290
H -0.878 3.883 -1.519
H 1.085 3.841 1.386
H -3.503 -3.382 -0.414
N 1.333 1.154 0.308
N 4.277 0.337 -0.009
N 5.416 -1.548 0.146
N -3.958 -1.875 -1.502
O 1.009 -2.498 0.242
O 0.847 -1.008 1.903
O -2.930 -1.564 1.877
O 0.654 3.985 0.536
O -3.277 -3.312 0.541
*
```

5.
The following is a DFT calculation (ωB97M-V/def2-TZVPD) of a structure of composition C15H20N7PtS.

## Properties
⟨S²⟩: 2.030
LUMO level (spin up / spin down): -2.04 / -5.13 eV
E: -1484.17849 hartree
Max |F|: 0.002 hartree/bohr
Frontier orbital gap (spin up / spin down): 7.22 / 6.00 eV

Structure (ORCA input):
```
! RIJCOSX wB97M-V def2-TZVPD def2/J DEFGRID3
* xyz 1 3
Pt 1.205 -0.345 0.073
C -3.350 -1.581 3.605
C -2.191 -2.566 3.610
N -0.893 -1.906 3.477
C -0.381 -1.465 2.328
S 1.141 -0.640 2.333
N -1.099 -1.700 1.210
N -0.515 -1.251 0.125
C -1.151 -1.444 -1.128
C -2.454 -2.150 -1.222
C -0.427 -0.947 -2.205
C -0.858 -1.042 -3.555
C -0.080 -0.534 -4.557
C 1.141 0.079 -4.241
C 1.528 0.151 -2.918
N 0.790 -0.336 -1.922
H -4.293 -2.117 3.708
H -3.372 -1.025 2.668
H -3.267 -0.874 4.430
H -2.290 -3.286 2.799
H -2.161 -3.123 4.545
H -0.352 -1.732 4.309
H -2.920 -2.212 -0.243
H -2.316 -3.168 -1.595
H -3.128 -1.635 -1.906
H -1.799 -1.525 -3.773
H -0.402 -0.606 -5.587
H 1.782 0.489 -5.007
H 2.465 0.610 -2.631
N 3.108 1.949 0.004
C 4.385 2.341 -0.077
C 5.166 1.208 -0.163
C 4.261 0.146 -0.124
N 3.018 0.610 -0.027
H 2.258 2.517 0.072
H 4.646 3.385 -0.062
H 6.237 1.155 -0.235
H 4.439 -0.916 -0.155
C -1.758 4.433 0.771
C -0.444 3.882 0.477
N 0.595 3.453 0.254
H -2.232 3.849 1.557
H -2.378 4.405 -0.123
H -1.655 5.464 1.103
*
```

6.
The following is a DFT calculation (ωB97M-V/def2-TZVPD) of a structure of composition C15H21Br2GaNO3 in a non-equilibrium geometry.

## Properties
LUMO level: 2.68 eV
E: -7937.06541 hartree
Max |F|: 0.168 hartree/bohr
Frontier orbital gap: 8.28 eV

Structure (ORCA input):
```
! RIJCOSX wB97M-V def2-TZVPD def2/J DEFGRID3
* xyz -1 1
C 4.846 -0.244 0.860
O 4.271 0.565 -0.245
C 2.918 0.976 0.159
C 2.204 1.919 -0.995
C 1.066 1.057 -1.803
C -0.458 1.651 -1.703
Ga -1.787 0.418 -0.667
C -3.236 1.677 0.194
C -3.925 0.792 1.431
O -4.880 -0.150 1.221
O -3.507 0.945 2.859
C -2.805 -0.883 -1.912
Br -4.813 -0.608 -2.125
C -2.225 -2.010 -2.691
C -0.602 -2.302 -2.573
Br -3.254 -3.232 -3.927
C -0.796 -0.472 0.912
C 0.055 0.522 1.934
C 0.871 -0.211 3.151
N 0.931 -1.677 3.474
C 0.126 -2.549 2.551
C -0.753 -2.095 1.244
H 5.550 -1.085 0.425
H 4.029 -0.780 1.512
H 5.454 0.449 1.613
H 2.318 -0.021 0.388
H 2.888 1.612 1.158
H 1.696 2.888 -0.573
H 3.066 2.177 -1.777
H 1.363 1.083 -2.953
H 1.174 -0.071 -1.467
H -0.866 1.768 -2.818
H -0.450 2.710 -1.201
H -2.714 2.602 0.704
H -4.037 2.021 -0.597
H -3.461 1.933 3.018
H -0.249 -3.058 -3.419
H -0.072 -1.275 -2.830
H -0.291 -2.694 -1.493
H 0.093 1.685 1.751
H 1.506 0.514 3.857
H 0.118 -3.717 2.800
H -1.360 -2.831 0.552
*
```